Version i
Here is a single C3H7NOS molecule from the OMol25 dataset. Energies are from wB97M-V/def2-TZVPD.

Element x y z (Å)
S (2.02974, -0.67057, -0.21839)
O (-0.44690, 2.28189, 0.40254)
N (-0.32395, 0.44194, 1.69283)
C (0.51702, 0.25457, -0.56547)
C (-0.04699, 1.12986, 0.58741)
C (-0.67096, -0.70352, -1.20315)
H (-0.79620, -1.56714, -0.61285)
H (-0.87505, 0.97636, 2.35672)
H (0.15310, -0.35661, 1.96394)
H (-0.35733, -0.95084, -2.26855)
H (0.84619, 0.97152, -1.31096)
H (-1.54932, -0.08327, -1.19537)
H (1.52065, -1.72420, 0.37127)

## Properties
- HOMO-LUMO gap (eV) = 9.92
- SMILES string = C[C@H](S)C(N)=O
- net charge = 0

---

Version ii
Here is a single C3H7NOS molecule from the OMol25 dataset. Energies are from wB97M-V/def2-TZVPD.

Element x y z (Å)
S (1.05107, -1.16819, -0.19920)
O (-2.67498, 0.25910, -0.03485)
N (1.46234, 0.46172, 0.18275)
C (-0.67356, -0.93894, 0.41800)
C (2.66989, 0.66036, -0.03826)
C (-1.34918, 0.00531, -0.44153)
H (3.45848, -0.08689, -0.37379)
H (-0.86644, -0.88948, 1.63853)
H (-2.75062, 1.34433, 0.43217)
H (3.09859, 1.65997, 0.21396)
H (-1.14700, -1.99593, 0.25587)
H (-0.84784, 1.03207, -0.58345)
H (-1.43076, -0.34343, -1.47021)

## Properties
- HOMO-LUMO gap (eV) = 9.60
- SMILES string = C=NSCCO
- net charge = 0

---

Version iii
Here is a single C3H7NOS molecule from the OMol25 dataset. Energies are from wB97M-V/def2-TZVPD.

Element x y z (Å)
S (1.09042, 1.44011, 1.89755)
O (-1.29791, -0.56985, -2.05863)
N (-2.01655, -0.25186, -0.84607)
C (1.13731, -0.25545, 1.08068)
C (-1.11253, 0.09822, -0.03341)
C (0.39043, -0.22034, -0.20258)
H (0.82793, 2.04000, 0.68725)
H (0.87980, 0.62461, -0.74501)
H (0.77976, -1.03098, 1.74143)
H (-2.09934, -0.84944, -2.51354)
H (0.53587, -1.24692, -0.72988)
H (2.18129, -0.53010, 0.81653)
H (-1.29648, 0.75201, 0.90569)

## Properties
- HOMO-LUMO gap (eV) = 10.26
- SMILES string = O/N=C\CCS
- net charge = 0

---

Least stable: version ii

---

Version i
Here is C2H7NO as an isolated structure from the OMol25 dataset. Energies are from wB97M-V/def2-TZVPD.

Element x y z (Å)
O (1.49834, -0.96675, 1.16029)
N (0.83037, -0.51583, -0.12019)
C (-0.69145, -0.35837, 0.00442)
C (-0.73147, 1.05213, -0.48938)
H (0.61938, 0.86093, -0.72195)
H (-0.80473, 1.80451, 0.29356)
H (-1.41331, 1.21094, -1.32203)
H (0.96728, -1.35538, -0.68935)
H (-1.03250, -0.48247, 1.03372)
H (1.92246, -0.16695, 1.51129)
H (-1.16437, -1.08275, -0.66037)

## Properties
- HOMO-LUMO gap (eV) = 9.85
- net charge = 0

---

Version ii
Here is a single C2H7NO molecule from the OMol25 dataset. Energies are from wB97M-V/def2-TZVPD.

Element x y z (Å)
O (-0.67241, -1.54168, -0.51790)
N (-0.24278, 0.83065, 0.31040)
C (1.21595, 0.52464, 0.51895)
C (-0.72037, -0.14146, -0.69842)
H (1.32934, -0.56158, 0.51149)
H (-0.76930, 0.53009, 1.13084)
H (-1.47638, -1.74668, -0.02646)
H (1.68877, 0.96822, -0.35189)
H (-1.76718, 0.15387, -0.80007)
H (1.54424, 0.86290, 1.49709)
H (-0.12988, 0.12102, -1.57405)

## Properties
- HOMO-LUMO gap (eV) = 10.56
- SMILES string = CNCO
- net charge = 0

---

Version iii
Here is a 2-piece molecular cluster, C2H7NO overall from the OMol25 dataset. Energies are from wB97M-V/def2-TZVPD.

Element x y z (Å)
O (-0.45623, -0.07223, -2.67238)
N (0.63310, 0.19539, 0.89565)
C (0.91851, -0.95845, 1.39363)
C (-0.63362, 0.74395, 0.97900)
H (-1.19340, 0.26348, -3.29375)
H (-0.67776, 0.51519, -1.86456)
H (-0.85310, 0.75367, 2.04844)
H (-0.39892, 1.72241, 0.76006)
H (0.16493, -1.54343, 1.94707)
H (-1.25096, 0.23879, 0.30823)
H (1.71801, -1.45297, 0.96819)

## Properties
- HOMO-LUMO gap (eV) = 10.21
- SMILES string = C=NC.O
- net charge = 0

---

Version iv
Here is a 2-piece molecular cluster, C2H7NO overall from the OMol25 dataset. Energies are from wB97M-V/def2-TZVPD.

Element x y z (Å)
O (-2.05557, 0.05346, -1.43470)
N (0.22831, 0.97419, 0.02761)
C (0.81127, -1.34368, 0.45086)
C (1.13473, -0.03052, 0.79530)
H (-0.62113, 0.66651, -0.44956)
H (-0.12782, -1.59207, 1.07148)
H (-0.09236, 1.60743, 0.81074)
H (0.85123, 1.52129, -0.67727)
H (1.76835, 0.38241, 1.56327)
H (-2.89272, -0.13238, -1.84285)
H (0.99571, -2.10663, -0.31490)

## Properties
- HOMO-LUMO gap (eV) = 4.55
- net charge = 0

---

Least stable: version iv

---

Version i
Here is FNO2 as an isolated structure from the OMol25 dataset. Energies are from wB97M-V/def2-TZVPD.

Element x y z (Å)
F (0.22999, -0.58720, -1.28579)
O (-0.28607, -0.80773, 0.91392)
O (0.13425, 1.31359, 0.19603)
N (-0.07817, 0.08134, 0.17585)

## Properties
- HOMO-LUMO gap (eV) = 11.84
- net charge = 0

---

Version ii
Here is a 2-piece molecular cluster, FNO2 overall from the OMol25 dataset. Energies are from wB97M-V/def2-TZVPD.

Element x y z (Å)
F (1.00480, 0.90573, -1.43363)
O (-0.91667, -1.11196, -0.01441)
O (0.19643, 0.44238, 1.11113)
N (-0.28456, -0.23615, 0.33691)

## Properties
- HOMO-LUMO gap (spin up / spin down) (eV) = 10.52 / 6.83
- net charge = 0

---

Least stable: version ii

---

Version i
Here is C3H10N2O2Si as an isolated structure from the OMol25 dataset. Energies are from wB97M-V/def2-TZVPD.

Element x y z (Å)
Si (0.94354, -1.61564, 0.98041)
O (0.99980, -0.10991, -2.16601)
O (2.18441, 1.16233, -0.85951)
N (-1.77165, -0.87988, -1.12110)
N (0.30955, 1.52293, 0.94023)
C (1.00462, 0.48748, -1.10698)
C (-0.00165, 0.44544, 0.01291)
C (-1.49523, 0.24617, -0.22396)
H (1.64408, -1.00783, 2.03465)
H (-1.89176, 0.23614, 0.78144)
H (0.05450, 1.29621, 1.88635)
H (-1.21622, -0.91395, -1.91299)
H (-0.54103, -2.04901, 1.49833)
H (-2.05603, -1.74852, -0.73767)
H (1.78891, -2.49534, 0.12313)
H (-1.75575, 1.18302, -0.68436)
H (2.10842, 1.92787, -0.29608)
H (-0.30851, 2.31250, 0.85119)

## Properties
- HOMO-LUMO gap (eV) = 8.99
- net charge = 0

---

Version ii
Here is a 2-piece molecular cluster, C3H10N2O2Si overall from the OMol25 dataset. Energies are from wB97M-V/def2-TZVPD.

Element x y z (Å)
Si (-1.70382, -0.67992, 0.93338)
O (-1.40127, 1.60146, -0.88775)
O (0.40160, 1.89438, 0.63292)
N (2.01046, 0.48487, -0.97717)
N (0.98442, -0.78131, 1.07649)
C (-0.04687, 1.58230, -0.65746)
C (0.05956, -1.37828, 0.44433)
C (0.75115, 0.88190, -1.47003)
H (-1.90768, 2.26087, -0.50288)
H (-1.63536, 0.56705, 1.55539)
H (0.52397, 0.96631, 1.08144)
H (2.29437, 1.15452, -0.29980)
H (1.90895, -1.15419, 0.92425)
H (2.75439, 0.40755, -1.64909)
H (-2.50811, -1.65710, 1.62395)
H (-2.46876, -0.80398, -0.37961)
H (0.28668, 0.63079, -2.47396)
H (0.30118, -2.29808, -0.16036)

## Properties
- HOMO-LUMO gap (eV) = 8.68
- SMILES string = [H]/N=C/[SiH3].NC=C(O)O
- net charge = 0

---

Version iii
Here is C3H10N2O2Si as an isolated structure from the OMol25 dataset. Energies are from wB97M-V/def2-TZVPD.

Element x y z (Å)
Si (0.42870, -2.13960, -0.26605)
O (-2.13495, 1.30130, 0.24058)
O (-2.51808, -0.89944, 0.11622)
N (0.42156, 0.03204, 1.61861)
N (0.32387, 2.07316, -0.41557)
C (-1.85506, 0.08629, 0.15017)
C (0.07926, -0.36560, 0.26729)
C (0.61396, 0.62281, -0.82756)
H (1.68102, 0.38317, -0.84145)
H (-0.79301, -2.86517, -0.69928)
H (0.76232, 2.19186, 0.47103)
H (0.49641, 2.68642, -1.16862)
H (1.12578, -3.10937, 0.40166)
H (1.13239, -1.87318, -1.55316)
H (0.29199, 0.29167, -1.75333)
H (-1.29676, 1.86324, 0.14069)
H (1.38613, 0.09991, 1.78283)
H (-0.14555, -0.37951, 2.33592)

## Properties
- HOMO-LUMO gap (eV) = 8.93
- net charge = 0

---

Least stable: version ii

---

Version i
Here is a single C2H6N2S2 molecule from the OMol25 dataset. Energies are from wB97M-V/def2-TZVPD.

Element x y z (Å)
S (-2.05259, -1.09569, 0.09507)
S (0.10287, 1.39626, -0.07664)
N (-0.38294, -1.38019, 0.06283)
N (1.84686, -0.62541, -0.17162)
C (0.60234, -0.37295, -0.13839)
C (1.88590, 1.80196, 0.04995)
H (1.82635, 2.84185, -0.02843)
H (-2.25973, -0.92946, 1.48449)
H (2.33903, 1.45014, -0.90285)
H (1.76424, -1.65675, -0.07267)
H (2.44345, 1.31008, 0.83426)
H (-0.09463, -2.35975, -0.31739)

## Properties
- HOMO-LUMO gap (eV) = 9.67
- SMILES string = [H]/N=C(\NS)SC
- net charge = 0

---

Version ii
Here is a single C2H6N2S2 molecule from the OMol25 dataset. Energies are from wB97M-V/def2-TZVPD.

Element x y z (Å)
S (1.86577, -0.27639, 0.10421)
S (-2.37616, -0.20026, 0.16717)
N (-0.21169, -1.93893, -0.08195)
N (0.35156, 0.39384, -0.09314)
C (-0.70882, -0.59465, -0.13241)
C (-0.12960, 1.79891, -0.08904)
H (-0.45610, 2.02550, -1.28863)
H (-0.69732, -2.88508, -0.53187)
H (-1.03612, 2.19193, 0.70882)
H (0.91460, -2.07388, -0.28012)
H (0.79848, 2.36136, 0.15072)
H (1.68540, -0.80235, 1.36624)

## Properties
- HOMO-LUMO gap (eV) = 8.57
- SMILES string = CN(S)C(N)=S
- net charge = 0

---

Version iii
Here is a single C2H6N2S2 molecule from the OMol25 dataset. Energies are from wB97M-V/def2-TZVPD.

Element x y z (Å)
S (-2.13863, 0.85797, -0.51702)
S (-1.61397, -2.04835, -1.36734)
N (0.86095, 0.78222, -0.18771)
N (0.26388, -0.29736, -0.67697)
C (1.21727, 0.66209, 1.20764)
C (-1.08987, -0.40849, -0.90833)
H (0.66047, 0.02301, 1.79330)
H (-2.78704, -1.69893, -1.06493)
H (1.45496, 1.64674, 1.67609)
H (2.22446, 0.22680, 1.16947)
H (0.91480, -1.15031, -0.86751)
H (0.03272, 1.40461, -0.25670)

## Properties
- HOMO-LUMO gap (eV) = 9.05
- SMILES string = CNNC(=S)S
- net charge = 0

---

Version iv
Here is a single C2H6N2S2 molecule from the OMol25 dataset. Energies are from wB97M-V/def2-TZVPD.

Element x y z (Å)
S (-0.51817, 2.04307, 1.89557)
S (-1.58266, 0.08938, -1.11032)
N (-0.40177, 0.45678, 2.06567)
N (-0.31353, -0.26878, -0.22256)
C (-0.51901, -0.41709, 1.10260)
C (0.93782, -0.89195, -0.82036)
H (-0.19300, -1.44423, 1.21058)
H (-1.43757, 1.29193, -1.80597)
H (0.79185, -1.90976, -1.06934)
H (1.88363, -0.95963, -0.10932)
H (-0.15483, 2.46140, 0.50436)
H (1.50724, -0.45111, -1.64091)

## Properties
- HOMO-LUMO gap (eV) = 9.05
- SMILES string = CN(S)/C=N\S
- net charge = 0

---

Least stable: version iv

---

Version i
Here is a 2-piece molecular cluster, C6H12N2O overall from the OMol25 dataset. Energies are from wB97M-V/def2-TZVPD.

Element x y z (Å)
O (1.80043, -0.61977, 1.77327)
N (-0.62900, 0.10804, -1.68529)
N (-2.12217, 0.02446, 0.08869)
C (1.63471, 1.90406, -0.00683)
C (-0.25854, -2.70874, 0.04731)
C (-0.83889, -0.17014, -0.35969)
C (-0.04352, -1.23335, 0.26718)
C (0.87411, -0.63402, 1.03100)
C (0.35896, 1.42361, 0.65648)
H (0.32111, -0.02653, -1.99222)
H (-1.07627, 0.92085, -2.08703)
H (-2.64471, 0.81456, -0.26408)
H (-1.25903, -3.02839, 0.35518)
H (1.61708, 1.71491, -1.08749)
H (0.46538, -3.27843, 0.63116)
H (2.51228, 1.40485, 0.40687)
H (1.78409, 2.98349, 0.11346)
H (-0.13406, -2.99106, -1.00294)
H (-0.49935, 1.99474, 0.29530)
H (-2.24013, -0.13209, 1.07716)
H (0.37752, 1.52898, 1.74251)

## Properties
- HOMO-LUMO gap (eV) = 8.30
- net charge = 0

---

Version ii
Here is a single C6H12N2O molecule from the OMol25 dataset. Energies are from wB97M-V/def2-TZVPD.

Element x y z (Å)
O (-2.43419, 1.37372, 0.99363)
N (0.45477, -2.19235, -0.80017)
N (-1.53603, 1.66972, -0.07335)
C (0.88717, -1.20935, -0.13047)
C (0.22229, 0.37346, 1.75060)
C (-0.75165, 0.59185, -0.52508)
C (-0.82786, 0.36144, -2.00661)
C (0.08674, -0.04966, 0.31123)
C (2.33678, -1.23710, 0.26182)
H (-0.77605, 1.31953, -2.52535)
H (-1.77442, -0.11275, -2.27092)
H (1.16018, 0.02469, 2.17030)
H (-2.07793, 1.80565, 1.78175)
H (-0.01228, -0.26479, -2.35477)
H (-0.53811, -2.15734, -1.02017)
H (2.86496, -1.91566, -0.40152)
H (-2.10711, 2.05480, -0.82010)
H (2.77374, -0.24280, 0.20630)
H (-0.58893, -0.04098, 2.35032)
H (0.19434, 1.46021, 1.82422)
H (2.44360, -1.61227, 1.27835)

## Properties
- HOMO-LUMO gap (eV) = 9.19
- SMILES string = [H]/N=C(C)\C(C)=C(/C)NO
- net charge = 0

---

Version iii
Here is C6H12N2O as an isolated structure from the OMol25 dataset. Energies are from wB97M-V/def2-TZVPD.

Element x y z (Å)
O (-1.13826, -1.47091, 0.13773)
N (-0.98813, 1.90857, -0.56284)
N (-2.48404, 0.48157, 0.67862)
C (1.16733, -1.34784, 0.99939)
C (-1.41852, -0.40219, 0.99760)
C (1.90631, 0.10083, -1.49764)
C (0.45412, -0.17165, -1.14874)
C (-1.43503, 1.45996, 0.60708)
C (0.12720, -0.85948, 0.03044)
H (-1.24738, -0.61849, 2.04911)
H (-0.18863, -0.42856, -1.98854)
H (2.46813, -0.81886, -1.69288)
H (1.96718, 0.72087, -2.39307)
H (-1.03547, 1.88033, 1.52512)
H (-1.66799, 1.67221, -1.28529)
H (0.71735, -1.72396, 1.91673)
H (-3.14515, 0.61246, 1.43605)
H (1.87800, -0.56080, 1.25280)
H (2.42329, 0.63907, -0.70032)
H (1.73165, -2.16829, 0.54265)
H (-0.09196, 1.09516, -0.90398)

## Properties
- HOMO-LUMO gap (eV) = 9.28
- net charge = 0

---

Version iv
Here is a single C6H12N2O molecule from the OMol25 dataset. Energies are from wB97M-V/def2-TZVPD.

Element x y z (Å)
O (-1.76202, 1.66989, -0.94587)
N (-2.01186, -0.05105, 0.72490)
N (1.43430, 1.54113, -0.49998)
C (-0.08496, -0.21784, -1.02012)
C (1.03188, -1.52870, 1.52634)
C (-1.70159, 0.29848, -0.54065)
C (0.79889, -0.04345, 1.24056)
C (0.02793, -1.03150, -2.05436)
C (0.85469, 0.37446, -0.15420)
H (-0.33252, 0.10982, 1.42806)
H (0.98429, -1.41822, -2.38693)
H (1.22228, 1.96052, -1.39097)
H (0.80112, -1.74357, 2.57049)
H (2.06698, -1.81882, 1.33413)
H (1.39074, 0.60212, 1.89591)
H (-2.31931, 0.75455, 1.26743)
H (1.92689, 2.09565, 0.18121)
H (-2.21425, -0.26722, -1.32830)
H (-0.85296, -1.35468, -2.60131)
H (-1.63570, 2.20825, -0.15441)
H (0.37518, -2.13984, 0.90807)

## Properties
- HOMO-LUMO gap (eV) = 7.61
- net charge = 0

---

Least stable: version iii